Formula: C6H9NO2
Source: OMol25
Level of theory: ωB97M-V/def2-TZVPD

Atoms and positions in Å:
C 1.94 2.45 0.05
C 1.16 1.80 -0.67
C 0.17 1.07 -1.51
N -1.14 1.97 -1.53
C -0.23 -0.35 -1.01
C 0.09 -0.45 0.58
C -0.42 -1.78 1.08
O -1.04 -2.55 0.49
O -0.11 -1.96 2.46
H 2.71 3.21 0.52
H 0.71 1.10 -2.59
H -1.91 1.58 -2.13
H -0.72 2.63 -1.98
H 0.37 -1.06 -1.39
H -1.37 -0.54 -1.06
H -0.60 0.45 1.19
H 1.22 -0.15 0.62
H 0.53 -1.36 2.83

- ΔE to the lowest compared entry with this formula, charge and spin (kJ/mol) = 436.9
- LUMO energy (eV) = 0.722
- HOMO level (eV) = -10.0
- frontier orbital gap (eV) = 10.70
- structure (SMILES) = C#C[C@H](N)CCC(=O)O
- multiplicity = 1

Formula: C6H9NO2
Source: OMol25
Level of theory: ωB97M-V/def2-TZVPD

Atoms and positions in Å:
C -1.07 -0.36 -0.39
C 0.12 -1.08 -0.97
C -1.68 -0.87 0.89
C 0.79 1.31 -0.47
C -0.53 1.64 -0.41
C 0.95 -0.09 -0.22
N 1.78 -0.53 0.76
O 1.85 2.16 -0.76
O -1.37 2.45 -0.23
H 1.76 2.96 -0.23
H -1.79 -0.06 -1.13
H 2.06 -1.50 0.80
H 2.20 0.13 1.39
H 0.24 -2.11 -0.63
H 0.22 -1.03 -2.05
H -2.20 -1.82 0.73
H -2.41 -0.16 1.27
H -0.92 -1.03 1.66

- ΔE to the lowest compared entry with this formula, charge and spin (kJ/mol) = 324.0
- LUMO energy (eV) = 0.595
- HOMO level (eV) = -7.6
- frontier orbital gap (eV) = 8.23
- multiplicity = 1

Formula: C6H9NO3
Source: OMol25
Level of theory: ωB97M-V/def2-TZVPD

Atoms and positions in Å:
N -1.32 -2.04 -2.79
C -1.27 -1.01 -2.23
C -0.93 0.02 -1.24
C 0.58 0.17 -1.01
C 0.90 0.82 0.34
C 0.57 2.29 0.46
O 0.13 2.95 -0.45
C 2.35 0.59 0.71
O 2.93 1.30 1.49
H -1.47 -0.23 -0.32
H -1.36 0.98 -1.55
H 1.01 0.78 -1.82
H 1.09 -0.81 -1.05
H 0.32 0.30 1.13
H 0.56 2.68 1.50
H 2.75 -0.43 0.51
O -2.54 -2.93 2.30
H -2.42 -1.97 2.38
H -1.87 -3.44 1.64

- ΔE to the lowest compared entry with this formula, charge and spin (kJ/mol) = 193.1
- LUMO energy (eV) = -0.092
- HOMO level (eV) = -10.5
- frontier orbital gap (eV) = 10.37
- structure (SMILES) = N#CCCC(C=O)C=O.O
- multiplicity = 1